(1)
Here is C34H54HgN6O3SbSi as an isolated structure from the Open Molecules 2025 dataset. Energies are from wB97M-V/def2-TZVPD.

Element x y z (Å)
Hg (-0.52423, 0.46116, 0.80022)
O (4.12647, 2.78161, -0.22581)
C (3.19708, 2.02436, -0.55086)
N (1.93429, 2.17506, 0.10063)
C (1.85396, 2.15170, 1.51476)
C (2.73062, 2.93885, 2.26718)
C (2.68319, 2.89821, 3.65429)
C (1.77878, 2.07932, 4.31121)
C (0.89933, 1.30352, 3.55168)
C (0.90411, 1.33456, 2.16439)
N (0.73338, 1.93412, -0.54608)
C (0.49936, 2.46200, -1.71847)
O (1.21087, 3.13198, -2.49558)
C (-0.95728, 2.21598, -2.14466)
C (-1.40438, 2.82095, -3.32218)
C (-2.73127, 2.68289, -3.68242)
C (-3.59284, 1.95538, -2.86312)
C (-3.06774, 1.38282, -1.71616)
N (-1.78772, 1.49908, -1.38002)
C (3.36068, 0.97142, -1.51220)
C (4.52204, 1.01409, -2.33840)
C (4.80557, 0.00024, -3.20133)
C (3.92219, -1.10954, -3.27283)
C (2.80740, -1.06545, -2.44919)
N (2.49234, -0.10680, -1.59384)
H (3.44295, 3.56312, 1.74802)
H (3.36907, 3.51902, 4.22218)
H (1.74659, 2.04925, 5.39530)
H (0.18175, 0.66502, 4.06080)
H (-0.68070, 3.38150, -3.89614)
H (-3.10093, 3.15036, -4.58999)
H (-4.64364, 1.83767, -3.09724)
H (-3.69087, 0.82976, -1.01857)
H (5.16416, 1.88001, -2.24935)
H (5.68832, 0.04566, -3.83185)
H (4.08967, -1.94712, -3.93735)
H (2.10356, -1.90121, -2.49374)
N (-2.46343, -2.08492, 1.98426)
C (-3.13297, -2.24732, 0.70272)
C (-2.67291, -3.50963, -0.00789)
C (-1.19533, -3.45801, -0.38255)
C (-0.86661, -2.36167, -1.40636)
N (-0.12413, -1.24854, -0.81596)
H (-2.87188, -2.69951, 2.68111)
H (-2.58191, -1.11441, 2.27128)
H (-2.87076, -1.37636, 0.10043)
H (-4.23307, -2.23750, 0.77369)
H (-3.27180, -3.64184, -0.91699)
H (-2.86848, -4.38655, 0.62249)
H (-0.89663, -4.43592, -0.77402)
H (-0.60461, -3.27288, 0.51800)
H (-1.78979, -1.96172, -1.83638)
H (-0.29697, -2.79188, -2.24347)
H (0.00591, -0.50170, -1.49519)
H (0.82333, -1.52026, -0.57120)
C (-3.90573, 1.97952, 3.91835)
Si (-3.34705, 1.97923, 2.10634)
C (-4.91518, 2.32465, 1.09048)
C (-2.23665, 3.47967, 1.87208)
O (-2.66884, 0.59349, 1.69824)
H (-4.51000, 2.85662, 4.15987)
H (-3.03978, 1.97095, 4.58181)
H (-4.49877, 1.08822, 4.13301)
H (-5.47304, 3.17302, 1.49590)
H (-5.57400, 1.45408, 1.08395)
H (-4.65911, 2.55366, 0.05459)
H (-2.77840, 4.41309, 2.04937)
H (-1.83804, 3.50664, 0.85527)
H (-1.37674, 3.44231, 2.54273)
C (1.58187, -2.94932, 4.86829)
C (2.77118, -2.38501, 4.09898)
C (4.04625, -3.16466, 4.39141)
Sb (2.28743, -2.15445, 1.98543)
C (3.96466, -0.85518, 1.45645)
C (4.41136, -0.00565, 2.63681)
C (5.16429, -1.52502, 0.80188)
C (3.06783, -4.06616, 1.27087)
C (2.30024, -5.22075, 1.90470)
C (2.90166, -4.12364, -0.24443)
H (1.76644, -2.92958, 5.94882)
H (1.37934, -3.98707, 4.59208)
H (0.67250, -2.38054, 4.67109)
H (2.91154, -1.34828, 4.41324)
H (3.94682, -4.21770, 4.11898)
H (4.28840, -3.13074, 5.46119)
H (4.90300, -2.76743, 3.84709)
H (3.50129, -0.20267, 0.71892)
H (4.97408, -0.59497, 3.36634)
H (3.57950, 0.47021, 3.15368)
H (5.06417, 0.79523, 2.27796)
H (5.61185, -2.29344, 1.44018)
H (5.93242, -0.76960, 0.60809)
H (4.92167, -1.97536, -0.15987)
H (4.12586, -4.13855, 1.53345)
H (1.22782, -5.12311, 1.71479)
H (2.43369, -5.27273, 2.98514)
H (2.61729, -6.18311, 1.48446)
H (1.84288, -4.06517, -0.51234)
H (3.28261, -5.06952, -0.64853)
H (3.40871, -3.31199, -0.76409)

Net charge: -2
Orbital gap (alpha / beta) (eV): 3.647 / 5.710
Expectation value of S²: 0.76
Multiplicity: 2
Highest occupied orbital energy (alpha / beta) (eV): 0.771 / -1.293

Here are the Mulliken charges for atoms 1 to 99, given in e:
1 Hg 2.15
2 O -0.82
3 C -0.41
4 N 0.05
5 C -0.29
6 C -0.31
7 C -0.47
8 C -0.87
9 C -0.49
10 C 0.17
11 N 0.79
12 C -0.79
13 O -0.90
14 C 0.67
15 C -0.68
16 C -0.37
17 C -1.02
18 C -0.80
19 N 0.50
20 C 0.70
21 C -1.34
22 C -0.45
23 C -0.92
24 C -0.05
25 N 0.71
26 H 0.50
27 H 0.28
28 H 0.32
29 H 0.47
30 H 0.55
31 H 0.37
32 H 0.41
33 H 0.76
34 H 0.41
35 H 0.34
36 H 0.41
37 H 0.04
38 N -0.27
39 C 0.60
40 C -1.60
41 C 0.39
42 C -1.15
43 N 0.59
44 H 0.25
45 H 0.06
46 H -0.68
47 H 0.44
48 H 0.41
49 H 0.44
50 H 0.40
51 H -0.25
52 H 0.49
53 H 0.45
54 H 0.15
55 H -0.74
56 C -1.25
57 Si 0.49
58 C -1.28
59 C -0.84
60 O -0.60
61 H 0.34
62 H 0.26
63 H 0.29
64 H 0.42
65 H 0.30
66 H 0.31
67 H 0.48
68 H 0.13
69 H 0.14
70 C -1.49
71 C 0.61
72 C -1.41
73 Sb -0.14
74 C 3.38
75 C -1.38
76 C -1.69
77 C 0.21
78 C -1.49
79 C -0.93
80 H 0.41
81 H 0.27
82 H 0.27
83 H 0.25
84 H 0.24
85 H 0.43
86 H 0.26
87 H -2.38
88 H 0.42
89 H 0.07
90 H 0.42
91 H 0.24
92 H 0.48
93 H 0.27
94 H 0.47
95 H 0.19
96 H 0.25
97 H 0.45
98 H 0.02
99 H 0.48

***

(2)
Here is a single C4H4N4 molecule at a distorted geometry from the Open Molecules 2025 dataset. Energies are from wB97M-V/def2-TZVPD.

Element x y z (Å)
C (-2.27622, 1.14992, 0.68105)
C (-1.04038, 1.25409, 0.17177)
C (0.10152, 0.59083, -0.48930)
C (1.10325, 0.90739, -1.17599)
N (1.87290, -0.30997, -1.60428)
N (1.34438, -1.22751, -0.97933)
N (0.31769, -0.81358, -0.25298)
N (-0.06881, -1.45863, 0.94791)
H (-3.13330, 1.46583, 1.14792)
H (1.40252, 1.94316, -1.32856)
H (-0.24323, -2.49672, 1.01877)
H (0.61968, -1.00482, 1.86303)

Orbital gap (eV): 9.829
ΔE to the lowest compared entry with this formula, charge and spin (kcal/mol): 151.94
Highest occupied orbital energy (eV): -9.664

What are the Mulliken partial charges on each atom? They are as follows, in elementary charge units:
1 C -0.34
2 C -0.41
3 C 0.46
4 C -0.26
5 N -0.25
6 N -0.49
7 N 0.63
8 N -0.62
9 H 0.39
10 H 0.36
11 H 0.26
12 H 0.27